(1)
Computed, not measured: a structure of composition C10H13ClMoO3 in a non-equilibrium geometry, with the ωB97M-V functional and the def2-TZVPD basis.

Computed properties:
2S+1: 3
M, g mol⁻¹: 312.6
Total energy, eV: -31080.958
Net charge: +2
Frontier orbital gap (alpha / beta), eV: 4.84 / 4.73
<S²>: 2.039
ΔE to the lowest compared entry with this formula, charge and spin, kcal/mol: 4.3

Atoms and positions in Å:
1 Cl -2.956 -0.796 -1.332
2 C 0.771 0.916 -1.462
3 C 0.756 1.608 -0.202
4 C -0.353 2.510 -0.180
5 H 1.537 1.545 0.574
6 C -1.045 2.368 -1.458
7 C -0.339 1.362 -2.256
8 H -0.630 1.024 -3.249
9 H 1.513 0.218 -1.815
10 H -0.647 3.208 0.595
11 C -2.340 2.998 -1.832
12 Mo -1.133 0.437 -0.365
13 C -1.182 0.339 1.631
14 O -1.191 0.127 2.785
15 C -1.106 -1.801 -0.525
16 O -1.066 -2.969 -0.458
17 H -2.847 3.296 -0.904
18 H -2.918 2.232 -2.374
19 H -2.235 3.894 -2.479
20 C 2.251 -3.436 1.715
21 C 1.516 -2.125 1.814
22 O 2.271 -1.200 1.021
23 H 2.133 -3.833 0.705
24 H 1.772 -4.113 2.415
25 H 3.317 -3.393 1.954
26 H 0.534 -2.238 1.313
27 H 1.424 -1.835 2.883
28 H 2.194 -0.344 1.484

Cartesian forces, eV/Å:
Cl 0.2 1.6 -0.1
C -0.1 0.5 -0.1
C 1.2 0.7 -0.2
C 0.1 -0.2 -1.5
H -0.6 -0.2 -0.5
C 1.0 0.1 -0.9
C 0.1 1.9 1.1
H 0.1 0.0 0.2
H 0.1 -0.3 0.3
H 0.1 -0.1 0.1
C -0.3 -0.1 0.1
Mo -3.5 -4.1 -2.0
C 0.4 -1.5 8.8
O -0.1 1.3 -6.2
C 1.7 -5.2 1.3
O -0.3 5.4 -0.6
H -0.2 0.1 -0.4
H -0.1 0.6 0.1
H 0.1 -0.5 0.3
C -0.5 -0.5 0.0
C 0.6 -0.6 -0.2
O -0.7 1.7 0.5
H 0.2 -0.1 0.1
H 0.0 -0.4 0.0
H -0.2 0.3 0.0
H 0.1 0.0 0.8
H -0.1 0.2 -0.7
H 0.5 -0.5 -0.3



(2)
Computed, not measured: a structure of composition C10H13ClN2O2 in a non-equilibrium geometry, with the ωB97M-V functional and the def2-TZVPD basis.

Computed properties:
2S+1: 1
M, g mol⁻¹: 228.7
Total energy, eV: -30175.010
Net charge: 0
Frontier orbital gap, eV: 9.13
ΔE to the lowest compared entry with this formula, charge and spin, kcal/mol: 0.0

Atoms and positions in Å:
1 C -2.624 1.911 -0.429
2 C -1.551 1.984 0.454
3 C -3.022 0.697 -0.972
4 C -0.708 0.870 0.604
5 C -2.229 -0.482 -0.649
6 C -1.146 -0.365 0.191
7 C 1.458 -1.047 -0.424
8 C 2.711 1.649 -1.317
9 C 3.228 0.550 -0.390
10 C -0.306 -1.581 0.355
11 N -1.185 -2.182 2.440
12 N -0.030 -2.078 1.565
13 O 1.654 -1.389 -1.537
14 O 2.070 -0.174 0.264
15 Cl -0.675 -2.877 -0.858
16 H -3.181 2.776 -0.769
17 H -1.355 3.028 0.793
18 H -3.880 0.639 -1.657
19 H 0.233 0.802 1.234
20 H -2.609 -1.389 -0.949
21 H 2.353 1.378 -2.251
22 H 1.758 2.112 -0.921
23 H 3.489 2.429 -1.513
24 H 3.764 1.059 0.487
25 H 4.003 -0.065 -1.018
26 H -0.862 -2.396 3.430
27 H -1.819 -2.972 2.219
28 H 0.460 -2.886 1.622

Cartesian forces, eV/Å:
C -0.8 -0.7 -0.5
C 1.0 1.0 -0.8
C 1.6 -1.6 0.4
C 0.5 0.8 2.6
C -2.3 4.1 0.3
C -0.2 -1.0 -1.6
C -4.3 -1.5 -0.4
C -0.7 1.6 1.8
C 1.2 0.7 -0.2
C 3.9 1.0 -3.2
N 0.0 -0.6 1.6
N -2.7 2.0 3.6
O 0.7 -0.5 -0.8
O 2.7 1.7 1.0
Cl -0.3 -0.4 0.0
H 0.1 0.2 0.5
H 0.4 -1.2 0.1
H 0.5 -0.1 0.4
H -1.4 0.9 -0.8
H -0.4 -1.9 -0.8
H -0.2 -1.4 -1.9
H 1.3 -0.1 0.2
H -0.6 -0.6 0.5
H -0.9 -1.1 -1.2
H -1.8 0.3 1.7
H -0.2 0.7 -1.8
H 0.7 0.4 -0.4
H 2.1 -2.7 -0.5



(3)
Computed, not measured: a structure of composition C10H13ClN3 in a non-equilibrium geometry, with the ωB97M-V functional and the def2-TZVPD basis.

Computed properties:
2S+1: 1
M, g mol⁻¹: 210.7
Total energy, eV: -27562.841
Net charge: +1
Frontier orbital gap, eV: 9.02
ΔE to the lowest compared entry with this formula, charge and spin, kcal/mol: 95.2

Atoms and positions in Å:
1 C -3.724 0.075 2.563
2 C -1.903 -1.237 1.670
3 C -3.274 1.216 2.046
4 C -1.569 -0.090 1.075
5 C -3.161 -1.225 2.301
6 C -0.071 0.689 -0.035
7 C 0.146 -1.183 -1.505
8 C 1.776 -0.829 0.449
9 C 1.853 0.874 -1.421
10 C 0.967 -0.199 -0.621
11 N -0.463 1.874 -0.094
12 N -1.626 2.177 0.462
13 N -2.190 1.061 1.237
14 Cl -4.149 -2.504 2.930
15 H -4.503 0.148 3.302
16 H -1.325 -2.105 1.524
17 H -3.725 2.258 2.155
18 H -0.106 -2.058 -0.792
19 H -0.858 -0.868 -1.872
20 H 0.799 -1.424 -2.415
21 H 2.768 -0.934 0.052
22 H 1.794 -0.186 1.402
23 H 1.423 -1.831 0.673
24 H 2.551 0.306 -2.121
25 H 1.313 1.442 -2.147
26 H 2.229 1.511 -0.605
27 H -1.636 3.124 0.791

Cartesian forces, eV/Å:
C -0.9 -1.7 1.2
C -2.7 -1.8 0.9
C 0.5 2.2 -1.2
C 4.1 4.2 -2.8
C -0.2 1.5 0.8
C -3.0 -1.2 2.1
C 0.5 -1.4 0.0
C 0.4 0.2 1.7
C 0.2 -2.2 -0.1
C -1.8 2.7 -1.8
N 0.8 -1.2 -0.2
N -0.8 -1.1 -0.3
N 0.5 1.4 -0.3
Cl 1.2 0.2 -0.5
H -0.4 -0.2 -0.2
H 0.4 -1.0 -0.1
H 0.8 -1.7 0.0
H 0.7 0.9 -1.7
H 1.0 0.4 0.2
H -1.1 -0.3 1.4
H 0.7 -0.1 0.2
H 0.2 -1.0 -1.4
H -0.1 0.0 0.3
H -0.1 0.7 1.6
H -0.9 0.6 0.0
H 0.7 -0.1 -0.9
H -0.5 0.1 1.0



(4)
Computed, not measured: a cluster of 2 separate species, C10H13ClO in total in a non-equilibrium geometry, with the ωB97M-V functional and the def2-TZVPD basis.

Computed properties:
2S+1: 3
M, g mol⁻¹: 184.7
Total energy, eV: -25145.536
Net charge: 0
Frontier orbital gap (alpha / beta), eV: 6.54 / 8.66
<S²>: 2.030

Atoms and positions in Å:
1 C 2.308 1.059 -2.671
2 C 2.426 -0.040 -1.815
3 C 1.475 2.067 -2.277
4 C 1.813 -0.108 -0.674
5 C 0.838 2.005 -0.972
6 C 1.014 0.940 -0.165
7 C -0.933 -1.095 2.945
8 C -2.402 -0.287 -0.352
9 C 0.609 0.994 1.189
10 C -1.103 -0.855 1.494
11 O -2.278 -0.341 1.065
12 Cl -0.001 2.456 1.849
13 H 2.896 1.005 -3.642
14 H 3.012 -0.846 -2.067
15 H 1.121 2.771 -2.991
16 H 1.991 -0.934 0.008
17 H 0.053 2.645 -0.706
18 H -1.005 -0.153 3.525
19 H 0.133 -1.449 2.963
20 H -1.720 -1.848 3.163
21 H -2.922 0.527 -0.627
22 H -2.998 -1.163 -0.626
23 H -1.333 -0.192 -0.790
24 H 1.171 0.467 1.891
25 H -0.555 -1.449 0.833

Cartesian forces, eV/Å:
C 1.0 -0.4 -1.2
C 0.9 1.0 -2.5
C -1.5 -0.4 1.6
C -1.6 -0.7 4.5
C 0.4 0.5 -3.9
C 0.8 -0.5 1.1
C 0.5 0.2 -1.1
C 3.1 -2.7 0.7
C 0.8 1.8 -0.9
C -1.3 -0.1 1.1
O 0.0 0.6 0.1
Cl -0.3 -0.2 0.1
H -1.1 0.5 1.2
H 1.4 -1.7 -0.9
H 0.2 0.9 -0.2
H 0.0 -0.2 -0.2
H -0.6 1.5 0.1
H -0.2 -0.6 0.0
H -1.1 -0.2 0.8
H 0.7 0.3 0.9
H -1.8 3.1 -0.7
H 0.6 -0.1 -0.6
H -1.9 -0.6 0.3
H 0.3 -1.2 1.1
H 0.7 -0.8 -1.3



(5)
Computed, not measured: a structure of composition C10H13F2NO7P2S3Sr, with the ωB97M-V functional and the def2-TZVPD basis.

Computed properties:
2S+1: 1
M, g mol⁻¹: 543.0
Total energy, eV: -83770.788
Net charge: -2
Frontier orbital gap, eV: 6.35
ΔE to the lowest compared entry with this formula, charge and spin, kcal/mol: 3.8

Atoms and positions in Å:
1 Sr 0.867 0.065 1.488
2 O 0.547 0.032 4.384
3 P 1.809 1.051 4.517
4 O 2.424 0.987 5.851
5 O 2.642 0.861 3.259
6 O 1.051 2.496 4.334
7 P 0.251 2.940 2.991
8 O 1.439 2.836 1.873
9 O -0.258 4.314 3.117
10 O -0.719 1.808 2.664
11 H -0.228 0.533 4.061
12 H 2.219 2.389 2.274
13 S 0.095 -2.717 2.536
14 C -0.396 -2.955 0.927
15 N -0.271 -2.074 -0.031
16 C -0.776 -2.528 -1.232
17 C -0.786 -1.804 -2.423
18 C -1.334 -2.373 -3.558
19 C -1.874 -3.661 -3.528
20 C -1.867 -4.394 -2.352
21 C -1.317 -3.825 -1.210
22 S -1.164 -4.472 0.392
23 H -0.359 -0.811 -2.434
24 H -1.343 -1.809 -4.483
25 H -2.300 -4.089 -4.427
26 H -2.283 -5.394 -2.323
27 C -1.253 3.119 -0.207
28 S -1.439 1.615 -1.189
29 C -0.190 1.989 -2.437
30 H -0.204 3.289 0.030
31 H -1.785 2.985 0.732
32 H -1.648 3.982 -0.745
33 H -0.368 2.979 -2.860
34 H -0.278 1.253 -3.236
35 H 0.816 1.938 -2.021
36 F 3.385 -0.939 -0.638
37 C 2.223 -0.138 -0.882
38 F 2.815 1.097 -1.386
39 H 1.858 -0.578 -1.828

Cartesian forces, eV/Å:
Sr 0.0 -0.3 -0.3
O 0.0 0.2 0.0
P 0.2 0.1 0.1
O 0.0 0.0 0.0
O -0.4 0.0 -0.1
O 0.0 0.1 0.0
P -0.3 -0.1 0.1
O 0.0 0.0 0.0
O 0.0 0.1 -0.1
O 0.5 -0.1 0.0
H -0.1 0.0 0.0
H -0.1 0.0 0.0
S -0.1 -0.2 0.0
C 0.1 0.0 0.1
N -0.2 0.1 0.0
C 0.1 0.1 0.1
C 0.0 0.0 0.0
C 0.0 0.0 0.0
C 0.0 0.0 0.0
C 0.0 0.0 0.1
C 0.0 0.0 -0.1
S 0.0 0.0 0.1
H 0.0 0.0 0.0
H 0.0 0.0 0.0
H 0.0 0.0 0.0
H 0.0 0.0 0.0
C 0.0 0.1 0.0
S 0.1 0.1 0.2
C 0.0 0.0 -0.1
H 0.0 0.0 0.0
H 0.0 0.0 0.0
H 0.0 0.0 0.0
H 0.0 0.0 0.0
H 0.0 0.0 0.0
H 0.0 0.0 0.0
F 0.0 0.0 0.0
C 0.3 0.4 -0.1
F 0.0 -0.1 0.0
H -0.1 0.0 0.0



(6)
Computed, not measured: a structure of composition C10H13F5N3RuS in a non-equilibrium geometry, with the ωB97M-V functional and the def2-TZVPD basis.

Computed properties:
2S+1: 2
M, g mol⁻¹: 403.4
Total energy, eV: -42038.710
Net charge: +2
Frontier orbital gap (alpha / beta), eV: 7.75 / 6.25
<S²>: 0.791
ΔE to the lowest compared entry with this formula, charge and spin, kcal/mol: 11.3

Atoms and positions in Å:
1 Ru 0.454 -0.048 0.244
2 N 2.165 0.007 1.432
3 C 2.468 -1.364 1.903
4 C 1.166 -1.957 2.350
5 N 0.209 -1.912 1.217
6 C 0.481 -2.995 0.220
7 C -0.077 -2.584 -1.098
8 N 0.698 -1.388 -1.526
9 H 2.980 0.440 1.007
10 H 1.920 0.578 2.236
11 H 3.179 -1.368 2.729
12 H 2.926 -1.917 1.086
13 H 0.743 -1.378 3.172
14 H 1.308 -2.978 2.708
15 H -0.741 -2.005 1.564
16 H 0.066 -3.952 0.539
17 H 1.562 -3.119 0.152
18 H -1.118 -2.276 -0.993
19 H -0.054 -3.405 -1.815
20 H 0.269 -1.003 -2.363
21 H 1.654 -1.634 -1.767
22 F -3.227 4.101 -3.165
23 C -2.570 3.589 -2.163
24 C -2.346 2.205 -2.133
25 F -2.782 1.439 -3.115
26 C -1.654 1.693 -1.079
27 F -1.387 0.345 -1.047
28 C -1.172 2.477 -0.024
29 S -0.424 1.773 1.346
30 C -1.393 3.865 -0.093
31 F -0.934 4.647 0.857
32 C -2.084 4.415 -1.156
33 F -2.283 5.711 -1.225

Cartesian forces, eV/Å:
Ru -0.7 0.5 -0.7
N -0.2 -0.1 -0.1
C 0.3 0.1 0.2
C -0.2 -0.3 0.3
N 0.2 0.6 -0.5
C -0.2 -0.3 0.4
C 0.0 0.1 -0.4
N 0.2 -0.2 0.5
H 0.0 0.0 0.0
H 0.2 0.1 0.1
H 0.0 0.1 0.0
H 0.0 0.0 0.0
H 0.0 0.0 0.0
H -0.1 0.0 -0.1
H -0.1 -0.1 0.1
H -0.1 0.1 0.2
H 0.0 -0.1 0.0
H -0.1 -0.1 0.0
H 0.2 0.1 -0.1
H 0.1 0.2 0.0
H 0.0 -0.1 -0.1
F 0.0 0.0 0.0
C -0.1 0.0 -0.1
C -0.2 -0.1 -0.3
F 0.0 0.0 0.1
C 0.1 0.1 0.1
F -0.2 -0.1 0.0
C -0.1 -0.1 -0.1
S 0.7 -0.5 0.6
C 0.0 0.0 0.1
F -0.1 -0.1 0.0
C 0.0 0.2 0.0
F 0.0 -0.1 0.0